2 unconnected molecules or ions with the total composition CH3NO3 at a distorted geometry. Source: the Open Molecules 2025 dataset; level of theory: the ωB97M-V functional and the def2-TZVPD basis.

The geometry in XYZ format:
```
8
Properties=species:S:1:pos:R:3:lowdin_charge:R:1
C -0.672 -0.257 -0.081 -0.1581
N 0.550 -0.752 0.004 0.2299
O -0.663 1.667 -0.032 -0.1022
O -2.978 -0.095 0.015 -0.1735
O -1.807 -0.766 0.011 -0.0508
H 1.156 -0.057 -0.277 0.0968
H 0.808 -1.631 0.269 0.1018
H -1.560 1.650 -0.524 0.0562
```

For the energy above the lowest of the compared OMol25 structures with the same formula, charge and spin, the calculation gives 131.3 kcal per mole. As for the largest force on an atom: 6.01 eV/Å. The molecular weight is 77.0 g mol⁻¹. The value obtained for the total energy is -8711.2716 eV.